(1)
{"formula": "CH5N2O2", "method": "wB97M-V/def2-TZVPD", "symbols": ["C", "N", "O", "O", "N", "H", "H", "H", "H", "H"], "positions_angstrom": [[-1.53803, 0.25398, 0.18995], [-0.23450, -1.00567, 0.13265], [0.02152, -1.12335, -1.11449], [0.89430, -0.07997, 0.85323], [1.80593, 0.53144, -0.07761], [-1.71450, 0.23168, -0.78129], [-2.23059, -0.31556, 0.79378], [-1.27385, 1.17753, 0.72590], [1.52683, 0.05985, -0.89186], [2.74288, 0.27007, 0.16974]], "forces_ev_per_angstrom": [[2.4, -2.1, 4.9], [-1.5, 2.3, -1.1], [0.4, -0.4, 0.6], [1.3, 0.4, 0.9], [-1.2, 1.3, 1.6], [-1.0, 0.5, -4.3], [-0.6, 0.0, 0.0], [0.2, -0.3, -0.6], [-0.2, -0.9, -2.2], [0.3, -0.8, 0.2]], "homo_ha": -0.07054, "spin_multiplicity": 1, "largest_force_ev_per_a": 5.84, "relative_energy_kcal_mol": 177.8, "total_charge": -1, "homo_lumo_gap_ha": 0.2493, "lumo_ev": 4.865}

---

(2)
{"formula": "C11H18FN2", "method": "wB97M-V/def2-TZVPD", "symbols": ["C", "C", "C", "C", "C", "C", "N", "N", "C", "C", "C", "C", "C", "F", "H", "H", "H", "H", "H", "H", "H", "H", "H", "H", "H", "H", "H", "H", "H", "H", "H", "H"], "positions_angstrom": [[3.81703, 1.56961, 1.25612], [2.80309, 1.17863, 0.14059], [2.11066, 0.09176, 0.48771], [1.25337, -0.68162, -0.39617], [0.59528, -0.07322, -1.62966], [-0.15227, 1.24297, -1.22305], [-0.74996, 1.26604, 0.07135], [-1.89568, 0.66282, 0.47186], [-2.49300, 0.34403, 1.58912], [-3.75117, -0.07056, 0.95435], [-3.09241, 0.30907, -0.40233], [0.78566, -1.93498, -0.11494], [-0.10727, -2.99565, -0.71162], [1.11684, -2.46947, 1.09930], [3.81028, 2.73597, 1.21481], [4.88213, 1.34192, 0.81449], [3.72704, 1.24759, 2.29301], [2.67802, 1.50475, -0.89551], [2.10798, -0.42395, 1.36421], [-0.17319, -0.85283, -2.11080], [1.41515, 0.28346, -2.26794], [0.29701, 2.23213, -1.16415], [-0.90610, 1.27411, -1.90687], [-0.11977, 1.68296, 0.73166], [-1.92127, 0.41212, 2.44509], [-4.57951, 0.59043, 1.16470], [-4.00313, -1.17660, 1.24634], [-2.71015, -0.52960, -1.00220], [-3.53130, 1.03505, -1.21138], [0.24533, -4.02897, -0.74195], [-1.04671, -3.06888, 0.08519], [-0.41198, -2.69911, -1.65131]], "forces_ev_per_angstrom": [[1.9, 3.7, -3.6], [0.2, -1.9, 2.7], [-1.2, 0.0, -3.0], [-2.6, -1.9, -1.6], [0.2, -0.1, 0.5], [0.3, -1.2, 0.6], [-1.0, -0.2, 1.8], [-0.4, 1.2, -1.4], [1.7, 0.8, -2.7], [-1.2, -1.9, 0.7], [1.0, -0.5, -1.6], [0.8, -0.2, 1.2], [-1.9, 0.5, 3.3], [0.7, 0.3, 0.4], [0.3, -1.8, 0.6], [-1.9, 0.2, 1.1], [-0.5, -0.4, -0.5], [0.8, 0.6, 0.6], [0.9, -0.7, 3.0], [2.0, 2.1, 0.7], [-0.5, -0.5, -0.7], [1.0, -0.4, -0.9], [-2.2, 0.8, -2.2], [-0.4, -0.4, 1.1], [0.3, -0.1, 2.4], [-0.4, -0.1, 0.3], [0.2, 2.0, -1.1], [-0.6, -0.2, 0.2], [0.8, -0.7, 2.3], [0.7, 0.4, 0.1], [2.0, 0.3, -2.2], [-1.1, 0.2, -2.0]], "homo_ha": -0.41616, "spin_multiplicity": 1, "largest_force_ev_per_a": 5.46, "relative_energy_kcal_mol": 0.0, "total_charge": 1, "homo_lumo_gap_ha": 0.2794, "lumo_ev": -3.723}

---

(3)
{"formula": "C13H20N2O6S", "method": "wB97M-V/def2-TZVPD", "symbols": ["C", "C", "C", "C", "O", "O", "C", "C", "C", "O", "O", "H", "H", "H", "H", "H", "H", "H", "H", "C", "N", "C", "O", "C", "C", "S", "N", "C", "C", "O", "H", "H", "H", "H", "H", "H", "H", "H", "H", "H", "H", "H"], "positions_angstrom": [[-0.19163, -2.92917, -1.12280], [-0.41049, -3.23382, 0.33429], [-0.77521, -2.32384, 1.27453], [-0.85748, -3.01296, 2.52642], [-1.16716, -2.44524, 3.56272], [-0.54944, -4.32462, 2.39119], [-0.23643, -4.57337, 1.00379], [-1.19534, -5.61206, 0.41145], [-0.99263, -7.00894, 0.98099], [-1.86920, -7.82448, 0.76266], [0.15735, -7.31542, 1.62027], [-0.90539, -3.48176, -1.74070], [0.82376, -3.20836, -1.41952], [-0.32587, -1.86081, -1.31769], [-0.97012, -1.26785, 1.13559], [0.80277, -4.90945, 0.89983], [-2.22693, -5.30279, 0.59826], [-1.04785, -5.67477, -0.66830], [0.05410, -8.24049, 1.89128], [0.57704, 6.85398, -1.63134], [0.78818, 5.54148, -1.02336], [1.22837, 4.46510, -1.68894], [1.49189, 4.51267, -2.88650], [1.42467, 3.14524, -0.90276], [1.25479, 1.88879, -1.77542], [1.66545, 0.38285, -0.83606], [0.62050, 3.00589, 0.32547], [-0.70646, 3.11747, 0.40164], [-1.33446, 2.81272, 1.74172], [-1.40954, 3.45490, -0.53827], [-0.25083, 6.79643, -2.34137], [1.47686, 7.16233, -2.16835], [0.34407, 7.59409, -0.86489], [0.51256, 5.41079, -0.06356], [2.46892, 3.16975, -0.59235], [1.89638, 1.96370, -2.65607], [0.21812, 1.83594, -2.11628], [2.99374, 0.54365, -0.83209], [1.09528, 2.67111, 1.14787], [-0.97403, 3.52152, 2.48448], [-1.08169, 1.79676, 2.04068], [-2.41661, 2.90305, 1.65148]], "forces_ev_per_angstrom": [[-0.1, -0.3, 0.4], [-0.3, 1.8, 0.5], [0.7, -1.3, -2.5], [-0.8, 1.9, 2.3], [0.4, -1.6, -0.6], [0.2, -0.2, -0.3], [-0.4, 0.4, -0.6], [1.1, 0.2, 1.0], [-1.6, -0.8, -0.9], [1.0, 0.3, 0.6], [-0.6, 0.6, -0.3], [0.1, 0.0, 0.0], [-0.1, 0.0, -0.1], [0.0, -0.3, 0.1], [0.0, -0.2, 0.1], [-0.1, 0.0, 0.3], [0.1, -0.2, 0.0], [0.0, -0.1, 0.0], [0.1, 0.0, 0.0], [0.1, -0.5, -0.3], [0.1, 0.3, 1.0], [-0.4, -0.1, -1.1], [0.1, -0.3, 0.6], [-0.4, -0.2, 0.3], [0.2, 0.6, -0.2], [-0.2, 0.0, -0.2], [1.7, 0.5, -0.1], [-1.9, 0.1, -0.3], [0.1, 0.0, -0.1], [0.3, 0.0, -0.3], [0.1, 0.1, 0.0], [-0.1, 0.0, 0.0], [0.0, -0.2, 0.0], [0.0, 0.0, -0.1], [0.1, 0.0, 0.2], [-0.2, 0.0, 0.1], [0.1, -0.2, 0.1], [0.1, 0.0, -0.1], [0.0, 0.0, -0.1], [0.0, -0.1, 0.2], [0.0, 0.0, 0.2], [0.2, 0.0, 0.0]], "homo_ha": -0.35253, "spin_multiplicity": 1, "largest_force_ev_per_a": 3.10, "relative_energy_kcal_mol": 0.0, "homo_lumo_gap_ha": 0.3608, "lumo_ev": 0.225}

---

(4)
{"formula": "C4H14N", "method": "wB97M-V/def2-TZVPD", "symbols": ["C", "N", "H", "H", "H", "H", "H", "H", "C", "C", "C", "H", "H", "H", "H", "H", "H", "H", "H"], "positions_angstrom": [[-0.42127, -2.59906, 1.11388], [-0.29069, -1.98122, -0.29428], [-0.99106, -1.89339, 1.76607], [-0.84103, -3.63152, 1.01980], [0.65586, -2.54974, 1.49185], [0.69227, -1.78941, -0.48562], [-0.80062, -1.06533, -0.38307], [-0.63957, -2.63287, -1.01102], [0.30499, 2.04642, 0.96412], [-0.24501, 1.91138, -0.43105], [0.66540, 1.01995, -1.34573], [1.02780, 2.82803, 0.92598], [0.65447, 1.06363, 1.51844], [-0.46464, 2.48586, 1.58141], [-0.34525, 2.80042, -1.12442], [-1.21714, 1.41501, -0.36490], [0.11520, 1.03505, -2.27492], [1.57262, 1.59089, -1.40307], [0.79125, -0.06020, -1.00389]], "forces_ev_per_angstrom": [[1.4, 0.7, 0.4], [-1.0, 0.2, 0.3], [0.1, -0.9, -0.7], [0.4, 1.1, 0.3], [-1.7, -0.7, -0.2], [-0.1, 0.0, -0.2], [0.5, -1.0, 0.0], [0.1, 0.4, 0.2], [-0.4, -0.4, 0.9], [0.2, -1.9, -1.5], [-1.4, -0.1, 1.0], [1.3, 0.1, 0.4], [-0.4, 1.9, -1.5], [-0.3, -0.1, 0.5], [-0.1, -0.4, 1.7], [-0.3, 0.3, -0.2], [0.5, -0.4, -0.7], [0.8, -0.5, -0.4], [0.4, 1.8, -0.4]], "homo_ha": -0.53916, "spin_multiplicity": 1, "largest_force_ev_per_a": 2.44, "relative_energy_kcal_mol": 35.2, "total_charge": 1, "homo_lumo_gap_ha": 0.3979, "lumo_ev": -3.844}

---

What did the second record say?
{"formula": "C11H18FN2", "method": "wB97M-V/def2-TZVPD", "symbols": ["C", "C", "C", "C", "C", "C", "N", "N", "C", "C", "C", "C", "C", "F", "H", "H", "H", "H", "H", "H", "H", "H", "H", "H", "H", "H", "H", "H", "H", "H", "H", "H"], "positions_angstrom": [[3.81703, 1.56961, 1.25612], [2.80309, 1.17863, 0.14059], [2.11066, 0.09176, 0.48771], [1.25337, -0.68162, -0.39617], [0.59528, -0.07322, -1.62966], [-0.15227, 1.24297, -1.22305], [-0.74996, 1.26604, 0.07135], [-1.89568, 0.66282, 0.47186], [-2.49300, 0.34403, 1.58912], [-3.75117, -0.07056, 0.95435], [-3.09241, 0.30907, -0.40233], [0.78566, -1.93498, -0.11494], [-0.10727, -2.99565, -0.71162], [1.11684, -2.46947, 1.09930], [3.81028, 2.73597, 1.21481], [4.88213, 1.34192, 0.81449], [3.72704, 1.24759, 2.29301], [2.67802, 1.50475, -0.89551], [2.10798, -0.42395, 1.36421], [-0.17319, -0.85283, -2.11080], [1.41515, 0.28346, -2.26794], [0.29701, 2.23213, -1.16415], [-0.90610, 1.27411, -1.90687], [-0.11977, 1.68296, 0.73166], [-1.92127, 0.41212, 2.44509], [-4.57951, 0.59043, 1.16470], [-4.00313, -1.17660, 1.24634], [-2.71015, -0.52960, -1.00220], [-3.53130, 1.03505, -1.21138], [0.24533, -4.02897, -0.74195], [-1.04671, -3.06888, 0.08519], [-0.41198, -2.69911, -1.65131]], "forces_ev_per_angstrom": [[1.9, 3.7, -3.6], [0.2, -1.9, 2.7], [-1.2, 0.0, -3.0], [-2.6, -1.9, -1.6], [0.2, -0.1, 0.5], [0.3, -1.2, 0.6], [-1.0, -0.2, 1.8], [-0.4, 1.2, -1.4], [1.7, 0.8, -2.7], [-1.2, -1.9, 0.7], [1.0, -0.5, -1.6], [0.8, -0.2, 1.2], [-1.9, 0.5, 3.3], [0.7, 0.3, 0.4], [0.3, -1.8, 0.6], [-1.9, 0.2, 1.1], [-0.5, -0.4, -0.5], [0.8, 0.6, 0.6], [0.9, -0.7, 3.0], [2.0, 2.1, 0.7], [-0.5, -0.5, -0.7], [1.0, -0.4, -0.9], [-2.2, 0.8, -2.2], [-0.4, -0.4, 1.1], [0.3, -0.1, 2.4], [-0.4, -0.1, 0.3], [0.2, 2.0, -1.1], [-0.6, -0.2, 0.2], [0.8, -0.7, 2.3], [0.7, 0.4, 0.1], [2.0, 0.3, -2.2], [-1.1, 0.2, -2.0]], "homo_ha": -0.41616, "spin_multiplicity": 1, "largest_force_ev_per_a": 5.46, "relative_energy_kcal_mol": 0.0, "total_charge": 1, "homo_lumo_gap_ha": 0.2794, "lumo_ev": -3.723}